# 1
The following is a quantum chemistry calculation of a 4-piece molecular cluster, C5H18NO3S overall at a distorted geometry, from the Open Molecules 2025 dataset.

total charge: -1
Kohn-Sham gap: 0.23584 Ha
LUMO energy: 3.35 eV
multiplicity: 1
HOMO: -3.067 eV
energy relative to the best compared isomer or geometry (same formula, charge and spin): 68.92 kcal/mol

Each line ends with the Löwdin charge.
Positions of all 28 atoms, in Å:
S  1.857  -2.211  0.715  0.22
O  -1.034  -1.407  2.674  -0.12
O  -2.069  2.882  1.024  -0.09
O  3.677  0.564  -0.161  -0.06
N  -0.597  0.822  -0.939  -0.23
C  0.113  -2.743  0.432  -0.70
C  0.060  0.420  -2.205  -0.16
C  0.007  2.234  -0.516  -0.08
C  -0.829  -1.493  -0.024  -0.30
C  -0.391  -0.122  0.280  -0.27
H  3.469  0.482  0.726  -0.03
H  0.024  -3.521  -0.388  0.05
H  0.723  -0.069  0.476  0.05
H  -0.755  0.065  -2.899  0.08
H  -1.912  -1.829  0.097  0.13
H  -1.208  -1.914  1.824  0.00
H  -2.368  2.488  0.194  0.04
H  -0.472  2.594  0.287  -0.04
H  2.913  0.317  -0.643  -0.04
H  0.054  -3.194  1.508  0.02
H  1.122  2.145  -0.296  0.08
H  -0.978  0.325  0.985  0.05
H  0.423  1.291  -2.859  0.08
H  -0.144  2.867  -1.534  0.12
H  -0.082  -1.430  2.762  0.00
H  0.965  -0.185  -2.058  0.07
H  -1.888  2.123  1.623  0.06
H  -0.678  -1.503  -1.088  0.07



# 2
The following is a quantum chemistry calculation of a 4-piece molecular cluster, C5H18NO4 overall at a distorted geometry, from the Open Molecules 2025 dataset.

total charge: -2
Kohn-Sham gap (spin up / spin down): 0.07874 / 0.28005 Ha
LUMO energy (spin up / spin down): 5.88 / 5.86 eV
multiplicity: 2
HOMO (spin up / spin down): 3.738 / -1.764 eV
energy relative to the best compared isomer or geometry (same formula, charge and spin): 0.00 kcal/mol

Each line ends with the Mulliken spin population.
Positions of all 28 atoms, in Å:
O  0.859  -1.832  2.160  0.00
O  -0.235  0.232  2.977  -0.09
O  2.683  -2.668  0.685  0.01
O  2.090  -1.909  -1.944  0.04
N  0.050  0.954  -1.142  -0.54
C  -1.208  0.243  -0.727  -0.29
C  -1.341  0.054  0.785  0.17
C  -0.220  0.725  1.688  0.01
C  -2.447  0.850  -1.441  2.06
C  0.120  2.404  -1.425  1.48
H  1.403  -2.154  2.893  0.00
H  -3.256  0.152  -1.223  -1.07
H  2.113  -1.171  -1.323  0.00
H  2.028  -2.282  1.425  0.00
H  0.860  0.769  -0.588  0.15
H  0.049  -0.752  2.996  0.01
H  -0.947  -0.650  -1.313  -0.09
H  2.649  -2.560  -1.543  -0.02
H  2.329  -3.033  -0.111  0.00
H  0.770  0.539  1.271  0.01
H  0.977  2.544  -2.087  -0.57
H  0.355  2.955  -0.486  0.00
H  -0.862  2.684  -1.795  -0.22
H  -2.339  0.282  1.149  -0.07
H  -2.286  0.964  -2.509  -0.33
H  -1.134  -0.991  1.044  0.00
H  -0.549  1.774  1.643  0.09
H  -2.512  1.878  -1.058  0.27



# 3
The following is a quantum chemistry calculation of a 5-piece molecular cluster, C5H18O5S overall at a distorted geometry, from the Open Molecules 2025 dataset.

total charge: 0
Kohn-Sham gap: 0.33916 Ha
LUMO energy: 0.48 eV
structure (SMILES): CSCCCC=O.O.O.O.O
multiplicity: 1
HOMO: -8.754 eV
energy relative to the best compared isomer or geometry (same formula, charge and spin): 6.87 kcal/mol

Each line ends with the Löwdin charge.
Positions of all 29 atoms, in Å:
S  -3.142  1.374  -0.227  0.81
O  4.029  -1.241  0.938  -0.05
O  1.166  -1.864  -0.054  0.04
O  4.612  1.290  -0.358  -0.07
O  0.549  -1.906  -3.684  -0.05
O  2.042  2.456  1.612  -0.07
C  0.044  -1.398  -0.079  -0.25
C  -1.733  -0.494  1.444  -0.25
C  -2.804  0.584  1.336  -0.54
C  -0.378  -0.253  0.769  -0.15
C  -3.199  -0.081  -1.342  -0.39
H  0.048  -2.353  -2.993  0.02
H  -3.767  0.185  1.664  0.07
H  -2.296  -0.044  -1.960  0.02
H  -4.033  -0.075  -2.038  0.03
H  4.617  0.333  -0.412  0.00
H  4.914  1.326  0.575  0.04
H  0.426  -0.058  1.477  0.11
H  -1.602  -0.822  2.475  0.12
H  2.379  3.003  2.332  0.03
H  3.959  -0.518  1.550  0.02
H  2.685  2.520  0.877  0.03
H  -0.406  0.614  0.094  0.12
H  -3.153  -1.049  -0.850  0.03
H  3.158  -1.224  0.496  0.02
H  1.310  -2.436  -3.879  0.03
H  -2.588  1.307  2.129  0.08
H  -2.141  -1.426  1.024  0.09
H  -0.654  -1.895  -0.775  0.12



# 4
The following is a quantum chemistry calculation of a 2-piece molecular cluster, C5H18Si3 overall at a distorted geometry, from the Open Molecules 2025 dataset.

total charge: 0
Kohn-Sham gap (spin up / spin down): 0.23826 / 0.25770 Ha
LUMO energy (spin up / spin down): -1.19 / -0.87 eV
multiplicity: 1
HOMO (spin up / spin down): -7.674 / -7.878 eV
energy relative to the best compared isomer or geometry (same formula, charge and spin): 78.59 kcal/mol

Each line ends with the Löwdin charge.
Positions of all 26 atoms, in Å:
Si  0.899  -0.305  1.304  0.77
Si  -3.761  -0.119  -0.529  0.36
Si  -2.174  1.434  0.086  0.47
C  2.586  1.632  0.247  -0.13
C  3.359  -0.827  0.116  -0.13
C  -4.052  -1.275  0.888  -0.36
C  2.200  0.189  -0.043  -0.81
C  1.652  0.078  -1.409  -0.17
H  3.285  1.943  1.019  0.08
H  -1.730  2.167  -1.081  -0.17
H  3.119  -1.925  -0.140  0.10
H  1.700  -0.189  2.566  -0.08
H  1.607  2.053  0.318  0.03
H  4.275  -0.651  -0.501  0.10
H  -3.613  -2.204  0.841  -0.02
H  -5.052  -0.025  -1.050  -0.11
H  1.678  -1.066  -1.671  0.11
H  -2.650  2.350  1.019  -0.21
H  3.473  -0.895  1.163  0.02
H  2.411  0.373  -2.156  0.08
H  0.696  0.488  -1.780  0.07
H  0.073  -1.580  1.518  -0.10
H  -3.942  -0.964  1.892  0.00
H  -5.146  -1.530  0.990  0.04
H  3.085  2.200  -0.653  0.12
H  -2.958  -1.043  -1.440  -0.06



# 5
The following is a quantum chemistry calculation of a 2-piece molecular cluster, C5H18Si3 overall at a distorted geometry, from the Open Molecules 2025 dataset.

total charge: 0
Kohn-Sham gap (spin up / spin down): 0.28074 / 0.32251 Ha
LUMO energy (spin up / spin down): 0.86 / -1.50 eV
multiplicity: 3
HOMO (spin up / spin down): -6.783 / -10.274 eV
energy relative to the best compared isomer or geometry (same formula, charge and spin): 0.00 kcal/mol

Each line ends with the Mulliken spin population.
Positions of all 26 atoms, in Å:
Si  1.783  -2.540  -0.099  0.03
Si  1.950  -0.485  0.917  0.81
Si  -2.065  0.439  1.290  0.82
C  -3.412  1.270  -1.122  0.04
C  2.905  2.129  -0.123  0.04
C  0.373  -3.722  0.494  0.04
C  -2.072  1.402  -0.377  0.04
C  1.645  1.201  -0.035  0.08
H  -1.787  2.490  -0.130  0.00
H  3.353  1.948  -1.184  0.00
H  1.383  -2.162  -1.425  0.00
H  -4.289  1.633  -0.572  -0.01
H  1.208  1.020  -1.009  -0.02
H  0.557  -4.646  0.070  0.00
H  -3.394  1.804  -1.943  0.01
H  2.940  -3.544  -0.577  0.03
H  -3.274  -0.376  1.372  0.05
H  0.731  1.742  0.413  -0.02
H  -1.428  0.915  -1.024  0.00
H  -3.592  0.240  -1.427  0.00
H  3.710  2.072  0.566  0.01
H  -0.644  -3.437  0.037  -0.01
H  -2.076  1.440  2.455  0.04
H  2.561  3.160  -0.174  0.00
H  2.743  -0.046  2.008  0.02
H  0.190  -3.946  1.599  0.00



# 6
The following is a quantum chemistry calculation of C5H19AlN3O6 as an isolated structure at a distorted geometry, from the Open Molecules 2025 dataset.

total charge: 0
Kohn-Sham gap (spin up / spin down): 0.18965 / 0.19366 Ha
LUMO energy (spin up / spin down): -3.30 / -3.29 eV
multiplicity: 2
HOMO (spin up / spin down): -8.457 / -8.560 eV

Each line ends with the Mulliken spin population.
Positions of all 34 atoms, in Å:
Al  -0.947  0.460  -0.540  0.01
O  1.066  -1.098  -1.843  -0.01
O  -3.854  0.730  -0.408  -0.01
O  0.325  2.167  1.407  -0.01
O  -1.681  3.324  -0.524  1.03
O  0.636  -1.137  1.279  0.00
O  0.779  2.153  -2.254  0.00
N  2.568  3.470  -2.285  0.00
N  0.820  4.019  -3.507  0.00
N  -2.222  -1.644  1.154  0.00
C  1.392  3.182  -2.626  0.00
C  -0.135  -1.848  2.301  0.00
C  2.099  -1.172  1.341  0.00
C  -1.068  -3.765  0.782  0.00
C  -1.367  -2.549  1.756  0.00
H  -0.170  3.914  -3.675  0.00
H  -0.631  -3.572  -0.197  0.00
H  3.092  4.247  -2.660  0.00
H  2.459  -2.201  1.366  0.00
H  -0.755  3.544  -0.743  -0.02
H  2.458  -0.535  2.149  0.00
H  1.922  -1.398  -1.482  0.00
H  3.061  2.844  -1.664  0.00
H  1.365  4.835  -3.746  0.00
H  -1.885  -2.989  2.608  0.00
H  -2.808  -2.260  0.609  0.00
H  -1.989  -4.313  0.582  0.00
H  -0.478  -1.117  3.033  0.00
H  2.623  -0.796  0.462  0.00
H  -4.412  0.099  -0.903  0.00
H  0.333  -2.616  2.918  0.00
H  -0.450  -4.458  1.353  0.00
H  0.739  1.711  2.165  0.00
H  -2.885  -1.230  1.794  0.00



# 7
The following is a quantum chemistry calculation of a 4-piece molecular cluster, C5H19N2O4 overall at a distorted geometry, from the Open Molecules 2025 dataset.

total charge: +1
Kohn-Sham gap: 0.40946 Ha
LUMO energy: -2.71 eV
multiplicity: 1
HOMO: -13.848 eV
energy relative to the best compared isomer or geometry (same formula, charge and spin): 14.86 kcal/mol

Each line ends with the Löwdin charge.
Positions of all 30 atoms, in Å:
O  3.365  1.400  1.050  -0.04
O  -0.745  2.837  -0.072  -0.04
O  2.489  1.509  -1.852  -0.04
O  0.263  -1.600  -2.279  0.09
N  0.699  0.182  -0.436  0.19
N  -0.770  -3.167  -1.040  0.19
C  0.128  -1.079  0.039  -0.18
C  -1.250  -0.858  0.744  -0.38
C  -0.147  -1.971  -1.201  -0.49
C  -2.313  -0.292  -0.192  -0.04
C  -1.147  -0.049  2.088  -0.03
H  4.097  0.827  1.290  0.06
H  0.777  -1.555  0.820  0.18
H  -0.946  -0.675  2.971  0.09
H  -2.501  -1.179  -0.787  0.08
H  -3.143  0.125  0.368  0.09
H  -2.194  0.181  2.324  0.09
H  -1.929  0.543  -0.752  0.06
H  -0.445  0.712  1.823  0.05
H  2.946  1.761  1.838  0.05
H  -0.474  3.684  -0.443  0.06
H  -1.706  2.904  0.004  0.06
H  3.292  1.165  -2.259  0.07
H  -0.814  -3.967  -1.645  0.13
H  1.096  0.044  -1.415  0.15
H  -1.701  -1.839  1.002  0.13
H  -1.115  -3.417  -0.115  0.11
H  2.706  2.363  -1.460  0.06
H  -0.028  0.910  -0.529  0.11
H  1.511  0.501  0.118  0.13



# 8
The following is a quantum chemistry calculation of a 4-piece molecular cluster, C5H19N2O4 overall at a distorted geometry, from the Open Molecules 2025 dataset.

total charge: +1
Kohn-Sham gap: 0.37709 Ha
LUMO energy: -2.82 eV
multiplicity: 1
HOMO: -13.081 eV
energy relative to the best compared isomer or geometry (same formula, charge and spin): 3.99 kcal/mol

Each line ends with the Löwdin charge.
Positions of all 30 atoms, in Å:
O  -1.974  3.103  0.521  -0.03
O  -2.094  -0.819  -3.082  -0.04
O  -3.393  -1.253  0.431  -0.04
O  0.605  1.919  0.574  0.06
N  -1.491  0.730  -0.473  0.16
N  1.727  0.050  1.097  0.11
C  2.210  -1.298  0.745  -0.40
C  2.831  -1.314  -0.653  -0.04
C  3.246  -1.674  1.790  -0.05
C  -0.253  -0.064  -0.390  -0.06
C  0.766  0.720  0.455  -0.47
H  -1.863  0.705  -1.418  0.13
H  2.089  -1.256  -1.427  0.06
H  1.381  -1.974  0.854  0.13
H  3.026  -1.274  2.758  0.08
H  0.165  -0.119  -1.394  0.13
H  2.370  0.661  1.577  0.16
H  -1.428  3.724  1.017  0.08
H  -2.124  0.384  0.244  0.12
H  -4.257  -1.061  0.811  0.06
H  -3.507  -1.964  -0.208  0.06
H  4.238  -1.297  1.496  0.09
H  3.618  -0.566  -0.667  0.09
H  -2.873  -0.309  -3.322  0.05
H  -1.344  1.736  -0.119  0.10
H  -0.408  -1.063  0.007  0.13
H  -1.963  -1.525  -3.720  0.06
H  -2.355  3.597  -0.220  0.09
H  3.370  -2.258  -0.776  0.09
H  3.409  -2.740  1.874  0.09



no.,E (Ha)
1,-879.88240
2,-556.84175
3,-975.65573
4,-1069.56309
5,-1069.56252
6,-1059.66488
7,-612.16998
8,-612.18729